[1]
{"formula": "C36H39GeN6O3PbS3Se", "method": "ωB97M-V/def2-TZVPD", "symbols": ["Pb", "S", "C", "C", "C", "C", "C", "C", "N", "C", "C", "C", "C", "C", "C", "C", "C", "N", "C", "C", "C", "C", "C", "S", "C", "H", "H", "H", "H", "H", "H", "H", "H", "H", "H", "H", "H", "N", "C", "C", "C", "C", "C", "C", "S", "O", "O", "N", "C", "N", "C", "C", "C", "N", "H", "H", "H", "H", "H", "H", "H", "H", "H", "C", "Ge", "C", "C", "C", "Se", "C", "H", "H", "H", "H", "H", "H", "H", "H", "H", "H", "H", "H", "H", "H", "C", "O", "H", "H", "H", "H"], "coordinates": [[-0.296809, -0.957484, 2.645127], [-5.383945, -3.994683, 1.441854], [-6.552851, -5.217485, 1.228726], [-5.993340, -6.404211, 0.864042], [-4.590522, -6.325847, 0.750072], [-4.088065, -5.079397, 1.034854], [-2.706420, -4.642475, 0.998867], [-2.325996, -3.380215, 1.493249], [-1.091297, -2.912226, 1.460324], [-0.110753, -3.655791, 0.891497], [-0.373838, -4.954700, 0.421210], [0.698201, -5.742804, -0.117469], [1.949228, -5.246538, -0.203653], [2.237844, -3.904790, 0.211784], [3.514193, -3.347152, 0.097282], [3.752894, -2.033541, 0.482754], [2.652319, -1.321824, 0.984460], [1.441530, -1.831177, 1.123588], [1.207644, -3.108747, 0.750717], [5.074941, -1.429159, 0.408558], [6.280295, -2.052392, 0.228910], [7.383730, -1.166066, 0.253945], [7.015253, 0.125414, 0.451154], [5.317846, 0.279630, 0.624007], [-1.684679, -5.436340, 0.492200], [-7.596348, -4.992242, 1.382501], [-6.566009, -7.302208, 0.688494], [-3.975370, -7.173840, 0.485035], [-3.071366, -2.737158, 1.947604], [0.480511, -6.748401, -0.453117], [2.759998, -5.844570, -0.599260], [4.318743, -3.956188, -0.293641], [2.776786, -0.293968, 1.314745], [6.392369, -3.119434, 0.100307], [8.410698, -1.479039, 0.138663], [7.640295, 1.001765, 0.518059], [-1.890325, -6.435330, 0.131886], [-4.069890, 6.667232, -0.518438], [-3.422858, 5.497378, -0.418263], [-3.788314, 4.395293, -1.227408], [-3.118133, 3.205152, -1.139732], [-2.064584, 3.085321, -0.232452], [-1.692466, 4.146452, 0.598014], [-2.355741, 5.340598, 0.498257], [-1.213681, 1.589500, -0.097710], [0.292512, 2.110832, 0.127850], [-1.184300, 0.816649, -1.305477], [-1.440944, 0.709636, 1.208671], [-2.670157, 0.680462, 1.875125], [-2.683207, -0.184385, 2.902190], [-3.796418, -0.264844, 3.638696], [-4.909619, 0.495062, 3.350395], [-4.811667, 1.328757, 2.247365], [-3.705259, 1.421637, 1.512495], [-4.843895, 6.779450, -1.149598], [-3.824718, 7.450033, 0.061345], [-4.605113, 4.503147, -1.929315], [-3.401326, 2.368699, -1.765768], [-0.883338, 4.032236, 1.307870], [-2.065888, 6.179495, 1.117676], [-3.774825, -0.961570, 4.468456], [-5.808413, 0.431839, 3.944569], [-5.640992, 1.948708, 1.926828], [2.841838, 3.714405, -5.159255], [2.606941, 2.055247, -4.152865], [4.271780, 1.454760, -3.286164], [1.729823, 0.601744, -5.125138], [1.239287, 2.545270, -2.632636], [1.558395, 1.553402, -1.081059], [2.848182, 2.705227, -0.248152], [3.421078, 3.474925, -6.051912], [3.389423, 4.457461, -4.581905], [1.889594, 4.135978, -5.477000], [4.880051, 0.983368, -4.058495], [4.096755, 0.721903, -2.496374], [4.848416, 2.288278, -2.884599], [2.471947, 0.092149, -5.739345], [0.957363, 0.994226, -5.785242], [1.277486, -0.124619, -4.449920], [0.272697, 2.242905, -3.034252], [1.254440, 3.611523, -2.413453], [3.775900, 2.651320, -0.813407], [3.004381, 2.355883, 0.770309], [2.450145, 3.717697, -0.249245], [0.268455, 2.360747, 3.952386], [1.165582, 1.405840, 3.357907], [0.765702, 3.314787, 4.124755], [-0.135205, 1.992122, 4.897048], [-0.550791, 2.502852, 3.249669], [1.876183, 1.238444, 3.987367]], "atomic_forces_ev_per_a": [[0.2880, -0.0745, 0.6469], [0.2119, -0.1832, -0.0816], [-0.0152, 0.0325, 0.0133], [-0.1743, 0.0209, 0.0312], [0.2937, 0.1334, 0.0614], [-0.5632, -0.0134, 0.0434], [0.4070, -0.1265, -0.1029], [-0.0876, -0.0238, 0.1024], [0.0389, 0.1127, -0.2973], [-0.2305, -0.3089, -0.0804], [0.0402, 0.2166, 0.1235], [0.1791, -0.0072, -0.0456], [-0.0684, -0.1231, -0.0463], [-0.1656, 0.1151, 0.1106], [-0.0004, 0.2510, 0.0872], [-0.1767, -0.3039, -0.0374], [0.0455, 0.0206, 0.0795], [-0.0711, -0.0026, -0.2960], [0.3519, -0.0339, -0.1033], [0.3519, 0.2850, 0.0413], [-0.2188, -0.0405, -0.0124], [0.1184, 0.0888, -0.0179], [-0.0680, 0.0771, 0.0203], [0.0072, -0.2881, -0.0606], [-0.1642, 0.2000, 0.1122], [0.0103, -0.0211, 0.0023], [0.0021, 0.0082, -0.0086], [-0.0076, -0.0039, -0.0160], [0.0259, 0.0098, 0.0164], [-0.0004, -0.0021, 0.0116], [-0.0312, -0.0247, -0.0112], [-0.0033, -0.0001, -0.0492], [0.0170, -0.0162, 0.0737], [-0.0116, -0.0065, 0.0121], [-0.0078, 0.0049, -0.0053], [0.0223, -0.0318, -0.0004], [-0.0331, 0.0024, -0.0383], [0.0026, -0.0833, -0.0062], [0.0182, -0.1020, 0.0059], [-0.0420, 0.0688, -0.0468], [-0.0635, -0.1012, -0.0976], [0.3872, -0.4802, 0.1494], [-0.0944, 0.1134, 0.1084], [0.0122, 0.0200, 0.0312], [0.0979, -0.3073, 0.2856], [0.0777, -0.2220, 0.2789], [-0.3054, 0.0390, -0.1192], [0.0069, 0.7405, -0.5068], [-0.7998, 0.0121, 0.2536], [0.0806, 0.1872, -0.3700], [0.0045, -0.0385, -0.0011], [0.0125, -0.0265, 0.0440], [0.0790, 0.0146, -0.0519], [0.2918, -0.0225, -0.1777], [-0.0025, 0.0381, -0.0102], [-0.0145, 0.0343, 0.0025], [0.0137, -0.0140, -0.0123], [-0.0109, 0.0151, 0.0084], [0.0002, 0.0632, -0.0095], [0.0184, -0.0251, 0.0201], [-0.0286, 0.0006, -0.0048], [-0.0007, 0.0025, -0.0048], [-0.0226, -0.0369, 0.0352], [-0.0777, -0.2672, 0.1739], [0.1145, 0.0020, 0.0054], [-0.2895, 0.1817, -0.1528], [0.0910, 0.2498, 0.1366], [0.0069, 0.0463, -0.3361], [0.0485, 0.2519, -0.1686], [0.0357, 0.1741, 0.2103], [0.0090, 0.0170, 0.0016], [0.0033, -0.0167, 0.0225], [-0.0197, -0.0346, 0.0120], [0.0158, -0.0674, 0.0520], [0.0811, -0.0960, -0.0094], [-0.0300, 0.0127, 0.0147], [-0.0027, -0.0177, 0.0113], [-0.0146, 0.0148, 0.0251], [0.0332, -0.0202, 0.0068], [-0.0190, -0.0689, 0.0687], [0.0538, -0.0123, 0.0808], [-0.0487, -0.1266, -0.0710], [-0.0246, -0.0500, -0.0434], [-0.0712, -0.0329, -0.0595], [-0.0127, -0.0046, 0.0224], [-0.0052, -0.0083, -0.0531], [0.0076, -0.0091, -0.0225], [0.0136, 0.0066, -0.0114], [0.0111, 0.0117, -0.0093], [0.0599, 0.0311, 0.0101]], "lowdin_charge": [1.53, 1.05, -0.38, -0.15, -0.09, -0.48, -0.17, -0.07, -0.03, -0.16, -0.11, 0.02, 0.01, -0.11, 0.09, -0.18, -0.11, -0.04, -0.16, -0.47, -0.09, -0.14, -0.37, 1.03, 0.09, 0.08, 0.12, 0.12, 0.08, 0.13, 0.13, 0.14, 0.09, 0.12, 0.12, 0.08, 0.14, 0.17, -0.28, 0.01, -0.05, -0.35, -0.06, 0.01, 0.75, -0.56, -0.29, -0.20, -0.49, -0.03, -0.08, 0.00, -0.05, 0.15, 0.13, 0.12, 0.13, 0.13, 0.11, 0.13, 0.13, 0.12, 0.13, -0.19, 0.85, -0.22, -0.20, -0.44, 1.29, -0.22, 0.04, 0.03, 0.03, 0.04, 0.00, 0.03, 0.04, 0.04, 0.02, 0.04, 0.06, 0.04, 0.04, 0.07, -0.12, -0.26, 0.10, 0.09, 0.06, 0.09], "e_above_lowest_ev": 0.000, "charge": 3, "lumo_ev": -8.143, "total_energy_ha": -7814.387460, "max_force_ev_per_a": 0.90}


[2]
{"formula": "C36H39IN2O2OsPS5", "method": "ωB97M-V/def2-TZVPD", "symbols": ["Os", "C", "N", "C", "C", "C", "C", "C", "C", "C", "C", "H", "H", "H", "H", "H", "H", "H", "H", "H", "H", "H", "H", "O", "C", "O", "C", "N", "C", "C", "C", "H", "H", "H", "H", "H", "H", "H", "H", "H", "I", "C", "S", "C", "C", "S", "S", "C", "S", "S", "H", "H", "H", "C", "C", "C", "C", "C", "C", "P", "C", "C", "C", "C", "C", "C", "C", "C", "C", "C", "C", "C", "H", "H", "H", "H", "H", "H", "H", "H", "H", "H", "H", "H", "H", "H", "H"], "coordinates": [[0.013591, 0.356750, -0.739421], [-5.432490, -0.146974, -0.363283], [-4.654636, -0.252292, 0.857871], [-4.978317, -1.556793, 1.389293], [-3.194371, -0.148972, 0.704042], [-2.769672, 1.292941, 0.427149], [-3.597983, 2.293514, 0.790546], [-3.329411, 3.644842, 0.465842], [-2.216507, 3.914913, -0.313621], [-1.420003, 2.888293, -0.757815], [-1.606383, 1.578285, -0.330192], [-6.414468, -0.493280, -0.129870], [-5.011805, -0.867934, -1.091889], [-5.420612, 0.861381, -0.784129], [-6.048303, -1.681045, 1.494226], [-4.419917, -1.874063, 2.240959], [-4.698813, -2.349972, 0.659333], [-2.884013, -0.856890, -0.114866], [-2.699647, -0.533505, 1.615098], [-4.502316, 2.107552, 1.351873], [-4.051713, 4.402861, 0.746389], [-2.046112, 4.903661, -0.631506], [-0.632737, 3.050843, -1.489846], [1.757594, 1.694345, -0.659932], [3.010441, 1.310442, -0.802090], [3.724650, 0.869303, 0.081529], [3.507941, 1.412365, -2.242053], [4.500190, 0.304097, -2.476132], [5.677369, 0.828747, -3.300769], [5.827194, 2.217531, -2.796066], [4.415791, 2.720424, -2.448621], [2.676102, 1.348848, -2.907363], [4.047805, -0.547843, -2.825429], [4.705419, 0.102575, -1.492457], [5.358977, 0.794315, -4.327531], [6.489217, 0.139977, -3.118750], [6.272323, 2.826186, -3.626778], [6.545257, 2.316108, -1.938874], [3.948259, 3.316206, -3.259933], [4.359434, 3.248594, -1.547633], [1.591291, -1.849639, -1.519462], [-3.011122, -1.983028, -4.740428], [-1.501522, -2.708822, -4.141112], [-0.345751, -1.460376, -4.508988], [-0.214951, -0.184060, -3.986208], [-1.088869, 0.535818, -2.738544], [0.965378, 0.821123, -4.747561], [1.823557, -0.457281, -5.528362], [3.449173, -0.286156, -6.041684], [0.874500, -1.886548, -5.674400], [-3.764312, -2.727153, -5.012046], [-2.813680, -1.440834, -5.685928], [-3.492066, -1.316806, -3.952349], [-1.483957, -4.648996, 2.331302], [-1.585723, -4.145624, 1.049089], [-1.100716, -2.859689, 0.748428], [-0.488606, -2.123260, 1.763960], [-0.306815, -2.662651, 3.026797], [-0.784018, -3.909751, 3.306248], [0.255868, -0.509407, 1.522092], [1.982309, -0.729905, 2.158822], [2.729092, 0.331051, 2.597560], [4.005254, 0.167519, 3.018683], [4.638834, -1.038193, 3.000001], [3.935434, -2.145888, 2.512136], [2.634153, -1.976323, 2.121404], [-0.646188, 0.615143, 2.641965], [-0.257530, 1.947182, 2.504737], [-0.905011, 2.971059, 3.160816], [-1.933589, 2.583425, 4.041601], [-2.205174, 1.275396, 4.360043], [-1.596014, 0.296442, 3.601021], [-1.933696, -5.641879, 2.600478], [-2.204058, -4.634565, 0.353905], [-1.106822, -2.445288, -0.267699], [0.100280, -2.066963, 3.833580], [-0.694093, -4.289908, 4.348809], [2.293927, 1.325527, 2.658517], [4.542537, 1.060274, 3.338665], [5.667852, -1.084551, 3.284309], [4.446791, -3.111240, 2.478350], [2.128882, -2.799731, 1.724921], [0.548274, 2.177805, 1.840595], [-0.652297, 4.014441, 2.990892], [-2.513027, 3.356757, 4.486150], [-2.968137, 0.955959, 5.037516], [-1.822962, -0.746743, 3.794083]], "atomic_forces_ev_per_a": [[0.8215, 0.1447, -0.2187], [1.4473, 0.0828, -0.4710], [0.4036, -0.2835, 1.0510], [0.1876, -1.0788, -1.2272], [-0.5310, -0.1564, -0.4655], [0.6490, -2.1364, -0.8189], [-0.8529, 2.3662, 0.5612], [0.1464, -1.2647, -0.0657], [-0.8881, -0.1065, 0.2984], [0.9455, -0.3038, -0.2803], [-0.0116, -0.3456, 0.6524], [-0.8440, 0.2070, -0.0556], [-0.1549, 0.2343, -0.2362], [-0.1050, -0.1518, 0.0570], [-0.1535, 0.1540, 0.5306], [0.1948, 0.4039, 1.0932], [-0.0530, 0.1132, -0.1858], [0.0820, 0.6525, 0.2264], [-0.4979, 0.2371, -0.3627], [0.0091, -0.3774, -0.0257], [0.2531, 0.0727, 0.0403], [0.3197, 1.0497, -0.4216], [0.0322, 0.4103, 0.2602], [0.4695, -0.3147, -0.0960], [-1.2974, -0.3569, 0.2390], [0.2208, 0.3080, -0.8263], [1.5134, 1.0121, 0.0140], [-0.6742, 0.0308, 0.1135], [-1.0247, -1.1677, 1.0491], [1.2935, 1.8001, -0.1336], [-1.3647, -1.4915, -1.5202], [-0.2467, -0.0746, -0.5482], [0.0434, 0.2231, -0.3320], [0.8958, -0.2844, 0.3073], [-0.1404, -0.0939, -0.3837], [0.3811, 0.0418, -0.1219], [-0.3741, -0.3572, 0.8223], [-0.8125, -0.2904, -0.6305], [0.4659, -0.2958, 0.5005], [0.2215, 1.0976, 1.1839], [-0.3323, 0.6618, 0.1615], [-1.3365, 1.5631, 0.0333], [0.2660, -0.6143, 0.4789], [0.3053, 1.7697, 0.3001], [0.1535, -2.2446, -1.7179], [-1.8236, 0.5280, 0.2373], [0.6347, -0.2845, -0.0044], [1.8242, 0.2509, -0.5556], [-1.9457, -0.2061, 0.4102], [0.3330, 0.0470, 0.0120], [0.3976, -0.3341, 0.2756], [-0.0850, -0.0322, 0.6845], [0.7324, -0.6183, -1.1323], [0.3042, -0.6490, 0.7853], [-0.1233, 1.3960, 0.5873], [0.5146, -0.2173, 0.2890], [0.3082, -0.1005, -0.7748], [-0.3878, 0.2028, 0.4332], [-0.7653, -1.3660, 0.9967], [0.0733, -0.3657, 1.0671], [-0.1214, -0.6101, -0.3159], [-1.7259, 1.1570, 0.1658], [1.4357, 1.2444, 0.7370], [-0.3120, -0.6964, -0.5611], [1.0588, 0.2439, 0.6212], [-0.4155, 0.6920, -0.2752], [0.8503, 0.3713, 0.3373], [-0.0065, 0.2911, -0.1443], [-0.7302, -0.8702, 0.5850], [0.5278, 1.1377, -0.0741], [0.0282, -0.3176, -1.1669], [0.6148, -1.0690, 0.0274], [0.5327, 1.1415, -0.3652], [-0.3304, -0.7663, -1.0163], [-0.3515, -0.3399, 0.4162], [0.3317, -0.0359, -0.0932], [-0.0636, 0.1780, -0.9897], [0.1099, -0.1525, -0.1044], [-0.0395, -0.2511, 0.0299], [0.4234, -0.2749, 0.2262], [-0.4378, 0.2176, -0.1257], [-0.8161, -1.2463, -0.4733], [0.3046, 0.2491, -0.5419], [-0.0971, -0.2365, 0.0695], [-0.3304, 0.5226, 0.5100], [-0.2904, 0.2633, 0.4684], [-0.1668, 0.0597, -0.0866]], "lowdin_charge": [1.06, -0.08, -0.26, -0.11, -0.16, -0.23, -0.04, -0.02, -0.07, -0.16, -0.41, 0.08, 0.09, 0.09, 0.09, 0.07, 0.09, 0.11, 0.09, 0.12, 0.11, 0.10, 0.09, -0.23, -0.64, 0.07, -0.18, 0.09, -0.10, -0.16, -0.06, 0.07, 0.11, 0.15, 0.07, 0.13, 0.14, 0.14, 0.13, 0.10, 0.46, -0.41, 0.81, -1.04, -1.17, 0.60, 0.91, -1.41, 0.52, 0.93, 0.04, 0.06, 0.05, -0.05, -0.06, -0.12, -0.41, -0.13, -0.06, 0.94, -0.33, -0.12, -0.10, -0.06, -0.05, -0.12, -0.35, -0.13, -0.04, -0.06, -0.05, -0.09, 0.13, 0.10, 0.04, 0.12, 0.13, 0.11, 0.12, 0.11, 0.12, 0.07, 0.08, 0.12, 0.10, 0.11, 0.10], "multiplicity": 5, "e_above_lowest_ev": 0.759, "charge": 1, "s2": 6.034, "lumo_ev": [-2.844, -5.243], "total_energy_ha": -4375.584372, "max_force_ev_per_a": 2.83}